(1)
{
  "formula": "C4H8OS",
  "method": "ωB97M-V/def2-TZVPD",
  "species": ["C", "C", "C", "O", "C", "S", "H", "H", "H", "H", "H", "H", "H", "H"],
  "positions_angstrom": [[0.104, 1.526, -0.083], [0.290, 0.052, -0.335], [1.644, -0.403, 0.185], [2.364, -1.247, -0.273], [-0.685, -0.870, 0.289], [-2.431, -0.541, -0.057], [0.981, 2.138, -0.377], [-0.083, 1.720, 0.989], [-0.770, 1.902, -0.613], [0.303, -0.177, -1.410], [1.782, 0.059, 1.209], [-0.352, -1.887, 0.080], [-0.546, -0.783, 1.373], [-2.600, -1.487, -0.978]],
  "atomic_forces_ev_per_a": [[-0.1, 0.8, 0.5], [1.6, 0.1, -2.1], [-0.7, 0.0, 1.2], [-0.1, 0.5, 0.0], [-0.1, -0.6, 1.4], [0.0, 0.0, 0.1], [-0.5, -0.5, 0.1], [0.1, -0.1, -0.3], [0.0, 0.0, -0.1], [0.0, 0.3, 0.0], [0.7, -0.3, -0.4], [-0.6, -0.1, -0.2], [-0.4, 0.0, 0.1], [0.0, -0.1, -0.2]],
  "mulliken_charge": [-1.495, 0.774, -0.149, -0.462, -0.991, -0.203, 0.390, 0.338, 0.394, 0.233, 0.299, 0.424, 0.321, 0.128],
  "total_charge": 0,
  "de_lowest_kj_mol": 61.5,
  "energy_ha": -630.6115,
  "lumo_energy_ev": 0.7326,
  "spin_multiplicity": 1,
  "homo_lumo_gap_ev": 10.12,
  "e_homo_ev": -9.3883
}

=====

(2)
{
  "formula": "C4H6N2O",
  "method": "ωB97M-V/def2-TZVPD",
  "species": ["H", "N", "C", "C", "C", "N", "C", "O", "H", "H", "H", "H", "H"],
  "positions_angstrom": [[-1.558, 0.737, 1.852], [-1.324, -0.242, 1.713], [-0.430, -0.485, 0.872], [0.519, 0.671, 0.021], [-0.023, 1.835, -0.370], [-0.175, -1.569, 0.161], [0.733, -1.185, -0.994], [1.956, -1.251, -1.012], [1.527, 0.683, 0.427], [0.502, 2.774, -0.223], [-1.041, 1.907, -0.739], [-0.863, -2.311, 0.162], [0.177, -1.562, -1.870]],
  "atomic_forces_ev_per_a": [[0.6, -0.2, 0.2], [-0.4, -0.3, 0.3], [0.6, 3.8, -2.7], [-1.5, 0.8, 3.5], [-0.1, -0.4, 0.1], [1.7, -0.7, -0.3], [0.7, -4.9, -0.1], [-2.2, 0.9, 0.6], [0.0, 0.1, -0.2], [0.3, -0.1, -0.7], [-0.1, 0.0, 0.2], [0.3, -0.2, -0.4], [0.0, 1.4, -0.6]],
  "mulliken_charge": [0.277, -0.732, 0.536, -0.366, -0.609, -0.258, 0.099, -0.460, 0.315, 0.255, 0.292, 0.283, 0.369],
  "total_charge": 0,
  "de_lowest_kj_mol": 431.9,
  "energy_ha": -340.6304,
  "lumo_energy_ev": -0.8185,
  "spin_multiplicity": 1,
  "homo_lumo_gap_ev": 8.69,
  "e_homo_ev": -9.5127
}